DFT (ωB97M-V/def2-TZVPD) results for a molecular structure, C14H21MgN4S2.

```
42
Properties=species:S:1:pos:R:3:forces:R:3
Mg -0.494 0.936 -0.520 0.096 0.509 0.172
N 1.656 1.281 -0.845 -0.081 -0.009 -0.133
C 2.514 2.228 -0.128 0.104 0.017 0.153
C 2.789 1.793 1.310 -0.188 0.077 -0.073
C 1.644 2.001 2.320 0.026 -0.172 -0.149
C 0.717 0.803 2.567 0.118 0.058 -0.027
N -0.483 0.833 1.724 -0.164 0.107 -0.022
H 2.057 0.347 -0.847 -0.024 -0.013 -0.029
H 1.562 1.566 -1.817 0.073 -0.002 -0.006
H 2.008 3.195 -0.123 -0.004 -0.007 -0.053
H 3.476 2.352 -0.641 -0.037 0.006 -0.012
H 3.648 2.377 1.649 0.028 -0.030 0.005
H 3.102 0.743 1.315 0.060 0.007 0.032
H 1.040 2.855 2.004 0.008 0.075 0.084
H 2.094 2.268 3.278 -0.018 0.015 0.015
H 0.441 0.794 3.628 -0.006 -0.041 -0.024
H 1.250 -0.129 2.360 -0.028 -0.013 0.027
H -0.980 1.714 1.854 -0.016 -0.054 0.124
H -1.107 0.077 1.987 0.007 -0.044 -0.052
S -2.034 1.907 -2.217 0.101 -0.261 0.009
C -2.100 3.285 -1.180 -0.497 0.398 -0.140
S -0.888 3.495 0.022 0.251 -0.026 0.176
C -3.135 4.212 -1.295 0.273 -0.199 -0.021
C -3.256 5.317 -0.413 0.050 0.196 0.314
N -3.393 6.205 0.312 0.007 -0.017 -0.103
C -4.162 4.103 -2.266 -0.220 -0.103 -0.257
N -5.020 4.057 -3.037 0.061 -0.001 0.037
C 0.567 -4.328 -1.967 -0.015 0.002 -0.006
C -0.195 -3.829 -0.733 -0.056 -0.014 0.009
C 0.506 -4.333 0.535 -0.009 -0.015 -0.008
C -1.630 -4.376 -0.773 0.034 0.000 -0.008
C -0.241 -2.356 -0.727 0.109 -0.119 0.038
C -0.303 -1.138 -0.715 -0.043 -0.334 -0.079
H 0.586 -5.422 -1.985 0.006 -0.001 0.000
H 1.595 -3.962 -1.960 -0.007 0.009 0.000
H 0.085 -3.972 -2.878 0.017 -0.001 -0.006
H 0.520 -5.427 0.556 0.006 0.003 -0.004
H -0.013 -3.975 1.425 0.001 -0.003 0.002
H 1.535 -3.972 0.574 -0.005 0.008 0.003
H -1.624 -5.470 -0.771 0.008 0.005 -0.002
H -2.138 -4.028 -1.673 -0.019 -0.007 0.011
H -2.195 -4.025 0.090 -0.005 -0.004 0.000
```
Forces are in eV/Å.

Net charge ... -1
HOMO-LUMO gap ... 6.909 eV
E ... -1761.67876 hartree
HOMO level ... -0.165 Eh



DFT (ωB97M-V/def2-TZVPD) results for 2 unconnected molecules or ions with the total composition C14H21N3O in a non-equilibrium geometry.

```
39
Properties=species:S:1:pos:R:3:forces:R:3
C 5.139 4.653 1.531 3.331 -14.499 1.787
C 4.310 3.750 2.499 1.453 1.902 3.509
C 4.602 2.201 2.562 5.220 4.175 -2.861
C 4.127 1.547 1.295 5.172 -5.226 2.853
C 3.005 0.716 1.499 -4.385 2.959 6.093
C 1.731 1.776 2.029 3.097 -12.579 4.850
C 0.429 1.076 2.218 1.299 -8.050 2.079
C -0.075 0.290 0.985 -0.583 2.839 -0.924
O 0.174 0.840 -0.063 0.768 -0.174 -1.706
N -1.021 -0.690 1.064 3.940 3.395 12.844
N -1.808 -1.360 0.430 -3.359 -3.529 -10.984
C -1.658 -1.162 -0.897 -3.423 -2.035 -1.601
C -2.502 -1.934 -2.078 -2.278 -1.158 10.635
C -3.531 -2.899 -1.357 2.841 0.698 -3.543
C -4.158 -3.678 -2.340 0.508 3.692 2.057
C -4.176 -3.109 -3.666 0.686 -2.030 -2.430
N -3.367 -2.237 -4.297 -1.719 0.009 4.075
C -2.621 -1.545 -3.307 -9.571 -10.887 1.713
H -2.056 -1.016 -3.659 10.917 10.938 -6.694
H -4.823 -3.676 -4.357 0.177 0.376 0.194
H -4.824 -4.415 -1.981 -0.848 -0.903 -0.448
H -3.528 -2.945 -0.226 -0.015 -0.288 -1.739
H -1.219 -0.329 -1.393 1.294 0.584 0.700
H -1.245 -0.868 2.140 1.200 0.593 -2.638
H 0.711 -0.240 3.078 -0.649 3.373 -1.697
H -0.407 1.416 2.747 -0.882 1.166 0.867
H 1.983 2.258 2.835 1.509 2.467 4.554
H 1.443 2.321 1.420 -3.330 9.890 -11.017
H 3.087 0.226 2.482 0.036 -1.051 -0.904
H 2.531 0.279 0.738 -1.125 -2.400 -2.991
H 3.901 2.216 0.642 -0.703 4.258 -4.601
H 4.986 0.806 0.951 -1.430 1.752 0.079
H 4.315 1.862 3.497 -0.556 -1.230 1.588
H 5.892 2.252 2.451 -3.576 -0.559 0.893
H 4.683 4.263 3.529 -1.002 -1.599 -1.682
H 3.229 3.935 2.553 0.201 0.172 -0.653
H 5.057 5.516 1.582 -2.194 14.437 1.922
H 4.863 4.463 0.571 0.042 -1.151 -3.150
H 6.280 4.514 1.795 -2.059 -0.325 -1.031
```
Forces are in eV/Å.

HOMO-LUMO gap ... 8.538 eV
Energy above the lowest of the compared OMol25 structures with the same formula, charge and spin ... 365.6 kcal/mol
E ... -785.04381 hartree
HOMO level ... -0.310 Eh